Record 1
This record from OMol25 describes a cluster of 5 separate species, C5H21N2O5 in total. The level of theory is ωB97M-V/def2-TZVPD.

Geometry as XYZ:
```
33
Properties=species:S:1:pos:R:3:forces:R:3:lowdin_charge:R:1
C 1.085033 2.596128 -0.250366 0.8 2.7 1.3 -0.246
O 2.042359 1.662596 0.161686 1.1 0.1 2.1 -0.091
C -0.355674 2.133157 0.169239 2.0 -0.6 -2.8 -0.125
C -0.803280 1.097738 -0.930300 0.5 -0.2 -0.1 -0.173
C -0.576745 -0.369147 -0.585025 0.3 -2.4 -1.9 -0.169
N -0.343630 -3.040558 0.572480 -1.3 2.9 0.4 0.219
C -1.088341 -2.092180 1.119041 -1.7 0.8 -2.0 -0.075
N -1.502689 -0.941201 0.467347 3.5 -3.1 -0.9 0.079
H 1.317320 2.765288 -1.318468 -0.8 0.6 0.4 0.117
H 1.501067 3.479478 0.456355 -1.6 -1.3 -2.1 0.175
H 2.086613 0.818397 -0.224710 -0.3 -1.4 -1.4 0.055
H -1.167250 2.823256 0.209338 0.1 1.1 0.4 0.108
H -0.012304 1.796892 1.112754 -1.1 -1.0 1.2 0.061
H -1.835593 1.219892 -1.133702 -1.2 0.3 -0.3 0.094
H -0.260706 1.363866 -1.898646 -0.6 -0.6 1.2 0.125
H 0.450559 -0.314559 -0.177739 -0.4 -1.1 -0.1 0.108
H -0.633474 -1.180866 -1.556063 0.2 2.9 2.9 0.146
H 0.023295 -3.794771 1.099927 0.1 -0.7 0.3 0.132
H -0.018534 -2.800713 -0.352540 1.1 -0.6 -0.5 0.046
H -1.657177 -2.308595 2.005091 0.4 0.1 0.7 0.150
H -1.796300 -0.282938 1.110239 -1.0 1.7 1.9 0.056
H 1.697354 1.124912 2.161766 1.2 0.6 -2.6 -0.030
H 2.262926 0.864633 3.566249 1.6 -0.1 0.7 0.040
O 1.499924 0.978245 3.046892 -2.8 -0.4 1.9 0.008
H 0.316235 -2.786448 -2.544442 0.6 -0.4 0.7 0.060
H 1.707678 -2.474661 -2.152560 0.8 0.2 0.1 0.057
O 0.969405 -2.978781 -1.823731 -1.2 0.1 -1.2 -0.061
H -0.954410 -0.437719 -4.156140 0.9 -2.1 1.9 0.136
H 0.394149 -0.271170 -3.977863 1.4 -0.4 0.5 0.052
O -0.216427 -0.912940 -3.590311 -2.2 2.5 -2.8 -0.102
H -2.244056 0.895998 3.197182 1.9 0.0 0.3 0.085
H -0.512798 0.818973 3.344913 -2.1 -0.2 -0.6 0.071
O -1.374523 0.547811 2.872111 0.2 0.2 0.5 -0.109
```
Positions in Å, forces in eV/Å.

Properties
- ΔE to the lowest compared entry with this formula, charge and spin: 379.91 kJ/mol
- Energy: -688.51872 hartree
- Net charge: +1
- Multiplicity: 1
- LUMO: -0.1094 hartree
- HOMO-LUMO gap: 10.52 eV



Record 2
This record from OMol25 describes a cluster of 5 separate species, C5H21NO5 in total. The level of theory is ωB97M-V/def2-TZVPD.

Geometry as XYZ:
```
32
Properties=species:S:1:pos:R:3:forces:R:3:lowdin_charge:R:1
C -0.536546 0.446420 2.811241 0.3 0.2 -0.2 -0.085
O 0.803203 0.759928 2.423217 -0.4 0.0 -0.8 -0.179
C 0.907788 0.762614 1.007309 0.3 -0.6 -0.5 -0.192
C 0.798263 -0.647712 0.309782 1.2 0.0 -0.9 -0.388
C 1.691001 -1.759692 0.898576 0.4 0.1 1.2 -0.056
N 1.114987 -0.323478 -1.107061 -0.6 -0.3 -0.1 0.020
H -0.826379 -0.514009 2.385553 -0.3 0.1 -0.2 0.082
H -1.224284 1.260991 2.523194 0.1 -0.4 -0.1 0.096
H -0.565903 0.338349 3.883341 0.2 0.1 0.4 0.083
H 0.151605 1.428662 0.500263 0.4 -0.5 0.7 0.115
H 1.916321 1.149571 0.720927 -0.6 -0.2 0.6 0.121
H -0.213271 -1.041362 0.310030 -0.3 0.2 0.2 0.089
H 1.665549 -2.750008 0.392707 -0.4 0.8 0.0 0.077
H 1.347879 -1.921843 1.949161 0.3 0.0 -0.6 0.081
H 2.769960 -1.501297 0.959477 -0.6 0.2 -0.1 0.082
H 1.325322 -1.084614 -1.747333 0.1 0.0 0.6 0.096
H 1.753017 0.441408 -1.254601 0.3 0.0 0.1 0.053
C -1.926240 -2.898833 -0.825848 -0.3 0.3 -0.1 -0.172
O -2.429382 -1.764936 -0.139150 -0.2 0.3 -0.3 -0.164
H -1.291026 -3.483650 -0.164060 -0.1 -0.1 0.2 0.072
H -2.739651 -3.524392 -1.221757 0.2 0.0 0.1 0.078
H -1.304706 -2.580327 -1.653505 0.2 0.0 -0.4 0.065
H -2.474175 -1.022651 -0.792779 0.2 -0.6 0.6 0.050
O 2.204143 2.852448 -1.406384 -0.3 -0.1 -1.4 -0.037
H 1.280867 2.717420 -1.187449 -0.4 0.1 0.1 -0.012
H 2.681557 2.897013 -0.600858 0.6 0.1 1.2 0.014
O -1.531609 0.215911 -1.864187 -2.0 1.5 0.2 -0.076
H -1.603046 1.108829 -1.437147 0.2 -1.1 -0.7 0.038
H -0.642221 -0.057275 -1.682078 1.6 -0.1 0.2 -0.037
O -0.975056 3.108651 -1.294648 0.0 0.7 0.1 -0.058
H -1.175940 3.607148 -2.106387 0.1 -0.3 0.4 0.075
H -0.952029 3.780714 -0.589546 -0.1 -0.4 -0.4 0.069
```
Positions in Å, forces in eV/Å.

Properties
- ΔE to the lowest compared entry with this formula, charge and spin: 122.38 kJ/mol
- Energy: -634.01528 hartree
- Multiplicity: 1
- LUMO: 0.0068 hartree
- Structure (SMILES): COC[C@H](C)N.CO.O.O.O
- HOMO-LUMO gap: 9.55 eV



Record 3
This record from OMol25 describes a cluster of 5 separate species, C5H21NO5S in total. The level of theory is ωB97M-V/def2-TZVPD.

Geometry as XYZ:
```
33
Properties=species:S:1:pos:R:3:forces:R:3:lowdin_charge:R:1
O 1.541556 2.028116 1.183196 -0.2 0.1 -0.1 -0.120
C 0.326431 1.941286 1.948022 1.9 -0.9 0.2 -0.204
C -0.194914 0.495085 1.921506 -0.1 0.0 -0.2 -0.197
N 0.088404 -0.132963 0.640243 -0.9 0.0 -0.4 -0.067
C -0.478203 -1.471253 0.505154 1.2 0.1 -0.6 -0.264
C -1.893507 -1.434595 -0.016434 -0.5 -0.2 0.9 -0.264
C -2.039682 -0.774211 -1.362331 -0.2 0.0 -0.2 -0.566
S -1.086562 -1.531678 -2.703939 -0.1 -0.2 -0.3 0.728
H 1.317225 2.022190 0.229229 0.0 0.2 0.2 0.017
H -0.371917 2.703877 1.638669 -0.4 0.0 -0.1 0.101
H 0.726061 2.123153 2.946918 -0.7 0.3 0.2 0.113
H -1.270110 0.477347 2.110873 0.0 0.1 -0.2 0.091
H 0.241258 -0.117691 2.722244 0.2 0.2 0.2 0.111
H 1.063137 -0.092719 0.391902 0.1 0.1 0.2 0.062
H 0.159207 -2.046347 -0.171985 -0.1 0.2 -0.4 0.095
H -0.337419 -2.017903 1.428053 -0.6 -0.3 0.7 0.106
H -2.500177 -0.874789 0.695995 -0.1 0.3 0.1 0.101
H -2.364039 -2.421279 0.017042 0.3 -0.2 -0.3 0.114
H -1.762208 0.259030 -1.308640 0.3 0.6 0.2 0.049
H -3.085271 -0.729426 -1.657171 -0.1 -0.4 -0.2 0.069
H 0.016934 -0.778926 -2.619687 0.0 0.0 0.1 -0.166
O -2.985271 2.202520 1.733054 -0.2 0.0 0.1 -0.052
H -3.611808 2.819749 1.336923 0.1 -0.1 0.1 0.044
H -3.351338 1.989468 2.600914 0.0 0.1 -0.2 0.046
O 3.131246 0.202145 -0.658624 0.0 0.0 -0.3 -0.060
H 3.019882 -0.652946 -0.210088 0.4 0.2 0.0 0.000
H 3.253794 0.893502 0.004851 -0.1 -0.3 0.2 0.040
O 0.944630 1.980083 -1.489981 -0.2 0.2 -0.3 -0.047
H 1.723166 1.594648 -1.911160 0.0 -0.2 0.1 0.049
H 0.324769 1.249325 -1.362430 0.1 -0.1 0.1 0.016
O 2.796312 -2.428497 0.659728 -0.1 0.2 0.0 -0.039
H 2.201032 -1.951071 1.251720 0.0 -0.2 0.1 0.035
H 3.519400 -2.742338 1.212727 0.0 0.0 0.0 0.061
```
Positions in Å, forces in eV/Å.

Properties
- ΔE to the lowest compared entry with this formula, charge and spin: 0.00 kJ/mol
- Energy: -1032.22653 hartree
- Multiplicity: 1
- LUMO: 0.0151 hartree
- Structure (SMILES): OCCNCCCS.O.O.O.O
- HOMO-LUMO gap: 9.26 eV



Record 4
This record from OMol25 describes a cluster of 8 separate species, C5H21O8 in total. The level of theory is ωB97M-V/def2-TZVPD.

Geometry as XYZ:
```
34
Properties=species:S:1:pos:R:3:forces:R:3:lowdin_charge:R:1
O 2.866112 -0.125588 -0.534907 -0.3 -0.6 0.1 0.065
C 2.321088 0.679958 -1.227261 1.2 1.5 -1.5 -0.280
C 2.095907 2.123962 -0.804793 -0.9 -0.1 0.6 -0.161
C 0.816077 2.784791 -1.380178 1.8 2.0 0.7 -0.217
C -0.517738 2.177279 -1.015492 1.0 -2.6 -1.2 -0.171
C -1.458136 2.952643 -0.195359 0.1 3.1 -0.5 -0.233
O -1.364203 4.169979 -0.130538 0.1 -0.5 0.1 0.022
H 2.230784 0.554161 -2.369799 -0.4 -0.4 1.1 0.142
H 2.917173 2.719683 -1.207329 0.3 -0.3 -0.1 0.114
H 2.202347 2.176629 0.287862 -0.3 0.0 -0.2 0.125
H 1.057956 2.922500 -2.429088 -0.7 -0.6 -0.6 0.101
H 0.878163 3.854860 -1.096885 -0.3 -0.5 0.4 0.111
H -0.942620 1.898831 -2.027588 -0.3 0.0 1.4 0.118
H -0.270584 1.229678 -0.465773 -0.7 0.3 -0.6 0.124
H -2.311051 2.560000 0.323085 -0.4 -1.3 0.3 0.110
H -2.054311 -0.011026 -2.327320 0.0 0.0 0.0 0.038
H 0.376694 -3.070258 0.501179 0.6 0.6 -0.2 -0.016
H -1.412327 -1.616492 -0.450549 0.0 0.0 -0.2 -0.081
O -0.868049 -1.746031 0.328167 -0.1 0.4 0.2 -0.386
H -0.415889 -3.084276 -1.728645 0.0 0.0 0.2 0.009
H 0.867720 -2.341168 -1.879265 -0.1 -0.2 0.2 0.008
O 0.149251 -2.709199 -2.408268 0.0 0.2 -0.5 -0.093
H -1.462822 -3.153724 1.014526 -0.4 -0.3 0.0 -0.027
H -2.197138 -3.429144 2.270007 -0.2 -0.2 0.1 0.005
O -1.890735 -3.926911 1.504503 0.3 0.6 -0.1 -0.135
H -2.789917 -0.143852 1.194584 -0.8 0.2 0.7 0.010
H -1.533379 -0.718707 1.313145 -0.1 -1.1 0.9 -0.027
O -2.247598 -0.338178 1.975113 0.5 0.4 -1.6 -0.174
H 1.783461 -2.422919 0.534402 -0.3 0.1 0.0 0.013
H -2.400953 -0.593062 -2.031964 -0.1 -0.1 0.0 0.052
O 1.319870 -3.228173 0.283805 0.4 -0.6 0.1 -0.102
H -0.203037 0.273905 2.219062 0.1 0.3 0.0 -0.013
H -0.057093 -0.534052 3.411283 0.2 0.0 0.3 0.030
O 0.358911 0.236342 3.006442 -0.2 -0.3 -0.1 -0.082
```
Positions in Å, forces in eV/Å.

Properties
- ΔE to the lowest compared entry with this formula, charge and spin: 370.25 kJ/mol
- Energy: -805.00187 hartree
- Net charge: -1
- Multiplicity: 1
- LUMO: 0.1059 hartree
- HOMO-LUMO gap: 8.55 eV



Q: What is the ΔE to the lowest compared entry with this formula, charge and spin in the first record?
A: 379.91 kJ/mol



Repeat the first record exactly.
This record from OMol25 describes a cluster of 5 separate species, C5H21N2O5 in total. The level of theory is ωB97M-V/def2-TZVPD.

Geometry as XYZ:
```
33
Properties=species:S:1:pos:R:3:forces:R:3:lowdin_charge:R:1
C 1.085033 2.596128 -0.250366 0.8 2.7 1.3 -0.246
O 2.042359 1.662596 0.161686 1.1 0.1 2.1 -0.091
C -0.355674 2.133157 0.169239 2.0 -0.6 -2.8 -0.125
C -0.803280 1.097738 -0.930300 0.5 -0.2 -0.1 -0.173
C -0.576745 -0.369147 -0.585025 0.3 -2.4 -1.9 -0.169
N -0.343630 -3.040558 0.572480 -1.3 2.9 0.4 0.219
C -1.088341 -2.092180 1.119041 -1.7 0.8 -2.0 -0.075
N -1.502689 -0.941201 0.467347 3.5 -3.1 -0.9 0.079
H 1.317320 2.765288 -1.318468 -0.8 0.6 0.4 0.117
H 1.501067 3.479478 0.456355 -1.6 -1.3 -2.1 0.175
H 2.086613 0.818397 -0.224710 -0.3 -1.4 -1.4 0.055
H -1.167250 2.823256 0.209338 0.1 1.1 0.4 0.108
H -0.012304 1.796892 1.112754 -1.1 -1.0 1.2 0.061
H -1.835593 1.219892 -1.133702 -1.2 0.3 -0.3 0.094
H -0.260706 1.363866 -1.898646 -0.6 -0.6 1.2 0.125
H 0.450559 -0.314559 -0.177739 -0.4 -1.1 -0.1 0.108
H -0.633474 -1.180866 -1.556063 0.2 2.9 2.9 0.146
H 0.023295 -3.794771 1.099927 0.1 -0.7 0.3 0.132
H -0.018534 -2.800713 -0.352540 1.1 -0.6 -0.5 0.046
H -1.657177 -2.308595 2.005091 0.4 0.1 0.7 0.150
H -1.796300 -0.282938 1.110239 -1.0 1.7 1.9 0.056
H 1.697354 1.124912 2.161766 1.2 0.6 -2.6 -0.030
H 2.262926 0.864633 3.566249 1.6 -0.1 0.7 0.040
O 1.499924 0.978245 3.046892 -2.8 -0.4 1.9 0.008
H 0.316235 -2.786448 -2.544442 0.6 -0.4 0.7 0.060
H 1.707678 -2.474661 -2.152560 0.8 0.2 0.1 0.057
O 0.969405 -2.978781 -1.823731 -1.2 0.1 -1.2 -0.061
H -0.954410 -0.437719 -4.156140 0.9 -2.1 1.9 0.136
H 0.394149 -0.271170 -3.977863 1.4 -0.4 0.5 0.052
O -0.216427 -0.912940 -3.590311 -2.2 2.5 -2.8 -0.102
H -2.244056 0.895998 3.197182 1.9 0.0 0.3 0.085
H -0.512798 0.818973 3.344913 -2.1 -0.2 -0.6 0.071
O -1.374523 0.547811 2.872111 0.2 0.2 0.5 -0.109
```
Positions in Å, forces in eV/Å.

Properties
- ΔE to the lowest compared entry with this formula, charge and spin: 379.91 kJ/mol
- Energy: -688.51872 hartree
- Net charge: +1
- Multiplicity: 1
- LUMO: -0.1094 hartree
- HOMO-LUMO gap: 10.52 eV



Q: Look up the HOMO-LUMO gap of the third one.
A: 9.26 eV